# C5H8N2

A cluster of 2 separate species, C5H8N2 in total at a distorted geometry (ωB97M-V/def2-TZVPD, the OMol25 dataset).

* frontier orbital gap: 10.31 eV
* SMILES: C1=CCN=C1.C=N
* relative energy (zero: lowest compared OMol25 entry of this formula, charge and spin): 65.7 kcal/mol

Geometry (Å):
1 C 1.04033 -1.19580 -0.60831
2 C 0.50743 0.04051 -0.86216
3 C 1.01004 1.08087 0.12444
4 N 1.93826 0.35552 0.98058
5 C 1.95071 -0.83522 0.54080
6 H 0.83951 -2.15911 -1.01638
7 H -0.36232 0.23301 -1.48730
8 H 1.47821 1.96098 -0.30269
9 H 0.24484 1.38473 0.70356
10 H 2.50845 -1.64066 1.03484
11 C -2.32306 0.51011 -0.08433
12 N -1.97463 0.03236 1.02869
13 H -2.86730 -0.11860 -0.80004
14 H -1.70413 1.31739 -0.46082
15 H -2.28635 -0.96609 1.20911